Entry 1:
A structure of composition C56H57N6OP3S2Zr at a distorted geometry, computed with ωB97M-V with the def2-TZVPD basis set.

E_HOMO = -16.297 eV
Spin multiplicity = 1
Total charge = +4
E_tot = -4438.3243 Ha
ΔE to the lowest compared entry with this formula, charge and spin = 0.0 kcal/mol

Atoms and positions in Å:
Zr: -0.01358 0.57408 -0.42257
S: -5.31738 0.62366 -5.97699
N: -5.49898 0.82658 -4.39476
C: -4.28843 0.67463 -3.87542
C: -3.96627 0.76363 -2.46090
C: -4.94240 0.97480 -1.48269
C: -4.56061 1.01190 -0.16378
C: -3.21875 0.86181 0.15558
N: -2.25981 0.66258 -0.76309
C: -2.64503 0.59394 -2.07517
C: -1.61238 0.31693 -3.06710
N: -0.33467 0.18072 -2.61389
C: 0.63804 -0.06816 -3.49976
C: 0.39879 -0.19073 -4.85966
C: -0.88545 -0.05463 -5.32472
C: -1.91411 0.20925 -4.41538
C: -3.29471 0.39702 -4.82354
N: -3.74028 0.34094 -6.07026
H: -5.97847 1.09654 -1.78366
H: -5.27948 1.15984 0.63190
H: -2.91301 0.92536 1.18562
H: 1.62868 -0.18743 -3.09582
H: 1.22276 -0.39505 -5.53063
H: -1.12215 -0.14529 -6.37873
C: -0.63200 -3.14076 1.05967
N: -0.09518 -2.56463 2.25888
C: -0.98078 -1.58960 2.82939
P: -0.55125 0.14118 2.34433
C: -1.77063 1.16933 3.19281
C: -2.77214 0.59854 3.98194
C: -3.66543 1.41615 4.66948
C: -3.56372 2.79677 4.57605
C: -2.57298 3.37005 3.78512
C: -1.68934 2.56127 3.09068
C: 1.00680 0.39447 3.22749
C: 2.16497 -0.19887 2.71242
C: 3.35244 -0.15653 3.42478
C: 3.39162 0.48859 4.65609
C: 2.24635 1.08382 5.17110
C: 1.05137 1.04145 4.46250
C: 0.77329 -3.31619 3.13403
C: 1.28166 -4.55914 2.76324
C: 2.12312 -5.26249 3.62059
C: 2.47840 -4.74716 4.85512
C: 1.97919 -3.50886 5.22286
C: 1.14161 -2.79589 4.37427
P: -0.39318 -2.22529 -0.54318
C: -1.67316 -3.09526 -1.50298
C: -2.94193 -2.57176 -1.73960
C: -3.91920 -3.33365 -2.36846
C: -3.63604 -4.63419 -2.75586
C: -2.38325 -5.17730 -2.49352
C: -1.40583 -4.41822 -1.86880
C: 1.18338 -2.89323 -1.16533
C: 2.14047 -3.32618 -0.24864
C: 3.24942 -4.04411 -0.68221
C: 3.44007 -4.28396 -2.03691
C: 2.51123 -3.81285 -2.96242
C: 1.37742 -3.13434 -2.52823
H: -1.71961 -3.24325 1.12290
H: -0.24372 -4.13517 0.86788
H: -0.95432 -1.61027 3.91241
H: -2.01561 -1.77993 2.52546
H: -2.86657 -0.47427 4.09422
H: -4.43072 0.96757 5.29210
H: -4.24922 3.42841 5.12871
H: -2.48275 4.44650 3.72269
H: -0.91846 3.03074 2.49319
H: 2.11420 -0.76344 1.78449
H: 4.24054 -0.64562 3.04352
H: 4.31606 0.52021 5.22099
H: 2.27956 1.57829 6.13464
H: 0.16222 1.50069 4.87972
H: 1.02794 -5.03322 1.82383
H: 2.48347 -6.23710 3.31426
H: 3.12320 -5.30436 5.52223
H: 2.23574 -3.08238 6.18548
H: 0.79974 -1.82373 4.71097
H: -3.20199 -1.59775 -1.38122
H: -4.90745 -2.92015 -2.53660
H: -4.39439 -5.23430 -3.24367
H: -2.16672 -6.20068 -2.77328
H: -0.43313 -4.86175 -1.68679
H: 1.99355 -3.17633 0.81783
H: 3.95254 -4.43639 0.04451
H: 4.29482 -4.86042 -2.37212
H: 2.63973 -4.03157 -4.01739
H: 0.61104 -2.86749 -3.24688
C: -1.72107 3.43884 -2.87212
P: -0.42173 3.13133 -1.63674
C: 1.06215 3.63265 -2.55233
C: -0.72353 4.45804 -0.44627
C: 0.25412 5.40298 -0.12320
C: -0.04749 6.45338 0.73692
C: -1.32725 6.57533 1.26546
C: -2.30436 5.63776 0.94913
C: -2.00319 4.57542 0.10674
H: -2.71304 3.19292 -2.50211
H: -1.52509 2.88920 -3.79171
H: -1.68560 4.50794 -3.08193
H: 0.92668 4.65174 -2.91492
H: 1.18813 2.96901 -3.40912
H: 1.96475 3.59658 -1.94615
H: 1.24532 5.35549 -0.56346
H: 0.70943 7.19197 0.97172
H: -1.56748 7.41452 1.90838
H: -3.30718 5.74553 1.34571
H: -2.78229 3.86076 -0.14132
O: 2.00951 0.29391 -0.85183
S: 3.54278 0.42228 -0.48096
C: 4.45642 -0.85985 -1.33363
C: 5.80182 -0.17091 -1.54456
C: 5.52625 1.22598 -2.13160
C: 4.17333 1.72822 -1.57436
H: 3.91636 -1.08560 -2.25811
H: 4.49276 -1.74094 -0.70245
H: 6.42397 -0.78173 -2.19604
H: 6.33253 -0.08940 -0.59252
H: 5.46754 1.18601 -3.21779
H: 6.32258 1.91863 -1.87495
H: 3.40545 1.83704 -2.33923
H: 4.25301 2.65016 -0.99725
N: 1.11530 2.34054 0.84550
H: 1.90908 2.74222 0.35379
H: 1.47082 1.98593 1.73671
H: 0.52037 3.13914 1.06120

Atoms 1-2, force components in eV/Å:
1.116 0.952 0.598
-0.367 0.020 -0.383

=====

Entry 2:
A cluster of 3 separate species, C19H44BI2NO4P in total at a distorted geometry, computed with ωB97M-V with the def2-TZVPD basis set.

E_HOMO = -3.606 eV
Spin multiplicity = 1
Total charge = -1
E_tot = -2067.6153 Ha

Atoms and positions in Å:
C: -3.71171 -1.74480 1.16603
C: -3.01813 -1.62358 -0.18152
I: -2.48889 -3.50629 -1.08814
C: -2.70499 -0.50370 -0.79731
I: -3.22827 1.33949 0.20362
C: -1.96782 -0.46051 -2.15911
O: -0.65884 -0.99613 -2.17561
P: 0.43578 0.26954 -1.61154
B: 1.57269 0.28072 -3.18786
O: 0.98662 0.35970 -4.49885
N: 3.06638 0.25022 -3.16026
C: 3.60382 -0.97791 -2.57385
C: 3.65580 1.46580 -2.57210
O: -0.67950 1.51378 -2.17490
C: -1.75425 0.95572 -2.83578
O: -2.89320 1.79202 -3.03479
H: -2.98219 -1.88325 1.98520
H: -4.30416 -2.68157 1.15314
H: -4.41769 -0.93488 1.38402
H: -2.50668 -1.19589 -2.79659
H: 1.26255 -0.85849 -1.13170
H: 1.37482 1.15829 -0.94324
H: -0.18300 0.15778 -0.29280
H: 1.11344 1.28613 -4.76621
H: 3.56799 -0.99702 -1.46449
H: 4.68897 -1.01306 -2.83152
H: 3.14732 -1.87983 -3.00981
H: 2.88510 2.18259 -2.24629
H: 4.24056 1.97370 -3.37476
H: 4.38570 1.22418 -1.77803
H: -1.49885 0.63444 -3.87407
H: -3.57561 1.19314 -3.37225
C: -3.44708 4.23061 3.28725
C: -4.94130 3.95095 3.16977
C: -5.65150 4.85518 2.16357
C: -5.61707 6.34902 2.49212
C: -6.20448 6.73039 3.85039
C: -7.68646 6.39652 3.98503
H: -3.25247 5.23907 3.65891
H: -2.98595 3.52839 3.98403
H: -2.95247 4.11834 2.32001
H: -5.40929 4.03402 4.15593
H: -5.07551 2.91219 2.85419
H: -6.69122 4.52655 2.06832
H: -5.20114 4.70873 1.17662
H: -6.16011 6.88708 1.70756
H: -4.58532 6.70909 2.44186
H: -6.07811 7.80861 3.98963
H: -5.64431 6.25026 4.65757
H: -8.27060 6.89401 3.20739
H: -8.06413 6.72925 4.95426
H: -7.86491 5.32209 3.91430
C: 7.88407 -6.37939 -0.15559
C: 6.39652 -6.69477 -0.27165
C: 5.67441 -5.84457 -1.31604
C: 5.67573 -4.33892 -1.04519
C: 5.07185 -3.91413 0.29268
C: 3.59523 -4.27018 0.43159
H: 8.05374 -5.35393 0.17713
H: 8.35716 -7.04337 0.57132
H: 8.38801 -6.51788 -1.11502
H: 5.92038 -6.58307 0.70656
H: 6.28532 -7.74807 -0.54738
H: 4.64276 -6.19778 -1.40410
H: 6.13427 -6.01940 -2.29488
H: 5.12718 -3.84374 -1.85275
H: 6.70114 -3.96006 -1.10384
H: 5.17617 -2.82956 0.38778
H: 5.63650 -4.35014 1.12311
H: 3.00717 -3.81585 -0.36839
H: 3.20500 -3.90514 1.38306
H: 3.43708 -5.35079 0.40424

Atoms 1-2, force components in eV/Å:
-0.204 -1.439 -0.220
-0.489 -0.222 0.860

=====

Entry 3:
A structure of composition C6H13N2P at a distorted geometry, computed with ωB97M-V with the def2-TZVPD basis set.

E_HOMO = -8.417 eV
Spin multiplicity = 1
E_tot = -687.1595 Ha
ΔE to the lowest compared entry with this formula, charge and spin = 0.0 kcal/mol

Atoms and positions in Å:
C: 0.51376 -3.12313 1.54593
C: 0.67354 -2.15220 0.86297
C: 1.59427 0.71362 1.89151
C: 0.23698 2.12449 0.47921
C: -1.73408 -0.33086 -0.56938
C: -0.59211 -0.43409 -2.70691
N: 0.69064 0.77969 0.76246
N: -0.48440 -0.18095 -1.28712
P: 1.00089 -0.30807 -0.51985
H: 0.36647 -3.99128 2.12559
H: 1.93278 -0.31683 2.00933
H: 2.46493 1.36910 1.77665
H: 1.05477 1.00832 2.79371
H: -0.36713 2.48105 1.31555
H: 1.06719 2.82909 0.33291
H: -0.37995 2.12271 -0.41720
H: -2.45474 0.42735 -0.88779
H: -2.16317 -1.32017 -0.75277
H: -1.54854 -0.22438 0.49615
H: 0.38109 -0.31574 -3.17887
H: -0.96769 -1.44236 -2.91730
H: -1.28552 0.28464 -3.15481

Atoms 1-2, force components in eV/Å:
-0.117 -0.645 0.376
0.548 3.046 -2.334

=====

These records have frontier orbital gap values of 5.258 5.979 9.099 eV, in the order they appear.